1.
DFT (ωB97M-V/def2-TZVPD) results for one molecule with the formula C5H6O in a non-equilibrium geometry.

Positions of all 12 atoms, in Å:
C  -2.61  0.35  -0.55
C  -1.49  -0.08  -0.40
C  0.38  -1.93  0.10
C  0.19  -0.70  -0.29
C  1.21  1.29  0.33
O  1.01  0.35  -0.68
H  -3.40  0.93  -0.87
H  1.42  -2.14  0.46
H  -0.48  -2.49  0.34
H  0.37  1.17  0.95
H  1.37  2.27  -0.21
H  2.03  0.97  0.82

The largest force on an atom is 6.448 eV/A. The spin multiplicity is 1. Its SMILES is C#CC(=C)OC. Its energy is -269.171973 Eh. The value obtained for the HOMO-LUMO gap is 10.901 eV.

2.
DFT (ωB97M-V/def2-TZVPD) results for one molecule with the formula C5H6O.

Positions of all 12 atoms, in Å:
C  2.28  0.81  -1.02
C  1.12  0.49  -0.20
C  0.13  0.25  0.45
C  -1.25  0.13  0.92
O  -1.83  1.08  1.40
C  -1.92  -1.20  0.71
H  2.64  -0.06  -1.59
H  1.99  1.60  -1.72
H  3.11  1.20  -0.42
H  -1.57  -1.67  -0.22
H  -1.66  -1.87  1.54
H  -3.00  -1.08  0.69

The largest force on an atom is 0.636 eV/A. The spin multiplicity is 1. Its SMILES is CC#CC(C)=O. Its energy is -269.292020 Eh. The value obtained for the HOMO-LUMO gap is 10.707 eV.

3.
DFT (ωB97M-V/def2-TZVPD) results for C5H6O as an isolated structure.

Positions of all 12 atoms, in Å:
C  1.74  0.40  0.24
C  1.66  -0.60  -0.59
C  0.31  -0.23  -0.98
C  -0.86  -0.80  -0.17
C  -0.85  0.46  0.70
O  0.22  1.13  -0.04
H  2.30  0.99  0.96
H  0.12  0.04  -2.02
H  -1.77  -0.93  -0.74
H  -0.60  -1.73  0.34
H  -0.58  0.32  1.75
H  -1.76  1.05  0.63

The largest force on an atom is 0.307 eV/A. The spin multiplicity is 1. Its energy is -269.148933 Eh. The value obtained for the HOMO-LUMO gap is 9.398 eV.

4.
DFT (ωB97M-V/def2-TZVPD) results for one molecule with the formula C5H6O in a non-equilibrium geometry.

Positions of all 12 atoms, in Å:
C  0.33  1.13  0.03
C  1.24  -0.03  0.05
C  -0.81  -0.13  0.03
C  0.30  -1.02  0.13
C  -2.12  -0.13  -0.08
O  2.57  -0.01  -0.15
H  2.91  -0.91  -0.24
H  0.39  1.78  -0.84
H  0.20  1.66  0.96
H  0.36  -2.08  0.32
H  -2.67  -1.04  -0.23
H  -2.70  0.78  0.02

The largest force on an atom is 2.803 eV/A. The spin multiplicity is 1. Its SMILES is C=C1C=C(O)C1. Its energy is -269.271796 Eh. The value obtained for the HOMO-LUMO gap is 8.776 eV.

5.
DFT (ωB97M-V/def2-TZVPD) results for one molecule with the formula C5H6O in a non-equilibrium geometry.

Positions of all 12 atoms, in Å:
C  1.50  0.66  -1.22
C  0.32  0.86  -0.34
O  -0.87  0.51  -0.74
C  -1.67  0.06  0.26
C  -1.17  -0.89  1.16
C  -0.76  -1.77  1.90
H  1.23  0.08  -2.11
H  2.25  0.09  -0.65
H  1.97  1.60  -1.51
H  0.40  1.19  0.69
H  -2.72  0.24  0.09
H  -0.46  -2.62  2.46

The largest force on an atom is 2.106 eV/A. The spin multiplicity is 1. Its energy is -269.165679 Eh. The value obtained for the HOMO-LUMO gap (alpha / beta) is 8.542 / 6.800 eV.

6.
DFT (ωB97M-V/def2-TZVPD) results for one molecule with the formula C5H6O.

Positions of all 12 atoms, in Å:
C  -1.42  0.43  0.19
C  -0.44  -0.73  -0.03
C  0.96  -0.27  -0.39
C  1.60  -0.18  -1.53
C  1.83  0.28  0.71
O  1.34  0.75  1.70
H  -1.03  1.12  0.95
H  -1.58  0.98  -0.74
H  -2.39  0.05  0.53
H  -0.83  -1.40  -0.81
H  -0.34  -1.33  0.88
H  2.93  0.18  0.60

The largest force on an atom is 0.779 eV/A. The spin multiplicity is 1. Its energy is -269.207333 Eh. The value obtained for the HOMO-LUMO gap is 9.429 eV.

7.
DFT (ωB97M-V/def2-TZVPD) results for one molecule with the formula C5H6O.

Positions of all 12 atoms, in Å:
O  -0.72  1.51  -1.47
C  -0.70  1.58  -0.26
C  0.32  0.88  0.61
C  0.92  -0.34  -0.11
C  -0.03  -1.44  0.07
C  -0.95  -2.17  0.31
H  -1.45  2.19  0.27
H  -0.16  0.57  1.54
H  1.09  1.62  0.88
H  1.04  -0.11  -1.17
H  1.91  -0.59  0.29
H  -1.79  -2.81  0.52

The largest force on an atom is 0.548 eV/A. The spin multiplicity is 1. Its SMILES is C#CCCC=O. Its energy is -269.276486 Eh. The value obtained for the HOMO-LUMO gap is 10.933 eV.

8.
DFT (ωB97M-V/def2-TZVPD) results for one molecule with the formula C5H6O in a non-equilibrium geometry.

Positions of all 12 atoms, in Å:
C  -1.04  -0.90  0.69
C  -0.23  1.12  -1.56
C  0.76  1.55  -0.55
C  1.06  0.52  0.23
C  0.20  -0.61  -0.24
O  -0.33  -0.18  -1.49
H  -1.68  -0.05  0.97
H  -0.64  -1.33  1.61
H  -1.68  -1.65  0.20
H  1.13  2.56  -0.50
H  1.73  0.50  1.07
H  0.72  -1.55  -0.42

The largest force on an atom is 2.158 eV/A. The spin multiplicity is 1. Its energy is -269.240004 Eh. The value obtained for the HOMO-LUMO gap is 8.309 eV.

9.
DFT (ωB97M-V/def2-TZVPD) results for one molecule with the formula C5H6O.

Positions of all 12 atoms, in Å:
C  0.98  -0.45  -0.33
C  0.31  0.90  -0.04
C  -1.18  0.98  0.05
O  -1.23  -1.40  -0.51
C  -0.04  -1.56  -0.34
C  -0.55  1.10  1.17
H  1.80  -0.67  0.36
H  1.43  -0.46  -1.33
H  0.83  1.76  -0.47
H  -2.08  1.01  -0.54
H  0.33  -2.60  -0.22
H  -0.61  1.39  2.20

The largest force on an atom is 0.651 eV/A. The spin multiplicity is 1. Its SMILES is O=CCC1C=C1. Its energy is -269.242320 Eh. The value obtained for the HOMO-LUMO gap is 9.912 eV.

10.
DFT (ωB97M-V/def2-TZVPD) results for one molecule with the formula C5H6O in a non-equilibrium geometry.

Positions of all 12 atoms, in Å:
O  -2.58  -0.02  -0.62
C  -2.13  -0.24  0.48
C  -0.69  -0.04  0.85
C  0.12  0.45  -0.30
C  1.41  0.32  -0.22
C  2.57  -0.25  -0.27
H  -2.77  -0.59  1.31
H  -0.28  -0.97  1.27
H  -0.63  0.69  1.67
H  1.93  -0.57  -1.25
H  -0.36  0.86  -1.18
H  3.48  0.19  0.18

The largest force on an atom is 3.542 eV/A. The spin multiplicity is 1. Its SMILES is C=C=CCC=O. Its energy is -269.195778 Eh. The value obtained for the HOMO-LUMO gap is 9.452 eV.

11.
DFT (ωB97M-V/def2-TZVPD) results for one molecule with the formula C5H6O.

Positions of all 12 atoms, in Å:
C  1.22  -1.34  0.76
C  1.22  -0.28  -0.34
C  -0.07  0.40  -0.44
C  -1.16  0.94  -0.44
C  -2.44  1.61  -0.42
O  -3.25  1.47  0.47
H  0.98  -0.89  1.73
H  0.48  -2.12  0.56
H  2.21  -1.82  0.84
H  1.47  -0.73  -1.31
H  1.99  0.48  -0.14
H  -2.65  2.27  -1.28

The largest force on an atom is 0.523 eV/A. The spin multiplicity is 1. Its SMILES is CCC#CC=O. Its energy is -269.281550 Eh. The value obtained for the HOMO-LUMO gap is 10.697 eV.

12.
DFT (ωB97M-V/def2-TZVPD) results for one molecule with the formula C5H6O.

Positions of all 12 atoms, in Å:
C  -0.34  1.53  0.45
C  0.05  0.06  0.34
C  -1.07  -0.83  -0.24
O  -0.88  -1.90  -0.76
C  1.27  -0.39  -0.34
C  1.88  -1.29  -0.88
H  0.43  2.10  0.97
H  -0.52  2.01  -0.52
H  -1.25  1.62  1.05
H  0.18  -0.30  1.37
H  -2.10  -0.46  -0.11
H  2.34  -2.14  -1.32

The largest force on an atom is 0.773 eV/A. The spin multiplicity is 1. Its SMILES is C#C[C@@H](C)C=O. Its energy is -269.258858 Eh. The value obtained for the HOMO-LUMO gap is 10.779 eV.

Record-wise ΔE to the lowest compared entry with this formula, charge and spin values, in kcal per mole: 109.4 34.0 123.8 46.7 113.3 87.2 43.8 66.7 65.2 94.4 40.6 54.8